Entry 1:
Entry from the Open Molecules 2025 dataset: a structure of composition C52H67BrF5GeIN5O5P3RbTe in a non-equilibrium geometry (wB97M-V/def2-TZVPD).

Results
- ⟨S²⟩ = 0.7931
- Kohn-Sham gap (spin up / spin down) (eV) = 6.41 / 4.95
- ΔE to the lowest compared entry with this formula, charge and spin (eV) = 0.000

Structure (ORCA input):
```
! RIJCOSX wB97M-V def2-TZVPD def2/J DEFGRID3
* xyz -2 2
Rb 0.2713 -2.1452 0.2678
C 1.3630 0.4801 -6.1935
C 1.4506 -0.5089 -5.0253
C 2.8755 -0.4477 -4.4643
P 0.2101 -0.3531 -3.6269
C -0.0941 1.4731 -3.7919
N -1.0277 2.0315 -2.8166
Ge -1.0929 1.4381 -0.8918
N 0.3088 2.6549 -0.3280
C 1.6851 2.1756 -0.1861
P 1.8955 0.9297 1.1932
C 1.6020 2.0173 2.6834
C 1.2761 1.1285 3.8881
C 2.6590 3.0485 3.0756
C 3.7069 0.5891 1.1029
C 4.7097 1.7102 0.8356
C 4.1432 -0.2785 2.2877
C -0.0813 3.8572 0.1658
C 0.7440 4.8007 0.8135
C 0.2151 5.9374 1.4016
C -1.1467 6.2046 1.3782
C -1.9703 5.3262 0.6817
C -1.4424 4.2156 0.0641
N -2.2877 3.3545 -0.7991
C -2.3199 3.9194 -2.1562
C -2.8900 5.1553 -2.3980
C -2.9330 5.6865 -3.6759
C -2.3656 4.9382 -4.7033
C -1.7426 3.7319 -4.4634
C -1.6647 3.1734 -3.1556
C -3.5762 3.1083 -0.1965
C -4.7694 3.4596 -0.7962
C -5.9733 3.3208 -0.1086
C -5.9888 2.8655 1.2053
C -4.8202 2.4366 1.7924
C -3.5923 2.4533 1.0804
N -2.4396 1.9059 1.4786
C -2.3901 1.0705 2.6311
P -2.1970 -0.7592 2.1388
C -2.5538 -1.5752 3.7726
C -1.2271 -1.8210 4.4995
C -3.5346 -0.9167 4.7433
C -3.7064 -1.0587 1.1016
C -3.5707 -2.4305 0.4275
C -5.0781 -0.9611 1.7645
C -1.3201 -1.1272 -4.3509
C -1.7972 -0.6933 -5.7336
C -2.4634 -1.0081 -3.3372
H 2.0454 0.1624 -6.9889
H 1.6833 1.4767 -5.8788
H 0.3693 0.5699 -6.6274
H 1.2820 -1.5222 -5.4080
H 3.0592 0.5144 -3.9756
H 3.6069 -0.5562 -5.2724
H 3.0739 -1.2224 -3.7288
H -0.4048 1.6990 -4.8078
H 0.8931 1.9429 -3.6563
H 2.3747 3.0127 -0.0783
H 1.9692 1.6297 -1.0901
H 0.6821 2.5507 2.4086
H 2.1756 0.6364 4.2664
H 0.5754 0.3369 3.6189
H 0.8448 1.7129 4.7091
H 3.5182 2.5565 3.5376
H 2.2522 3.7597 3.8031
H 3.0285 3.6233 2.2270
H 3.7423 -0.0751 0.2332
H 4.8974 2.3354 1.7111
H 4.4079 2.3588 0.0111
H 5.6632 1.2574 0.5457
H 4.2879 0.3113 3.1995
H 5.0897 -0.7752 2.0550
H 3.4134 -1.0644 2.5027
H 1.8060 4.6267 0.8738
H 0.8900 6.6199 1.9065
H -1.5603 7.0715 1.8756
H -3.0381 5.5057 0.6272
H -3.2987 5.7184 -1.5698
H -3.3897 6.6493 -3.8607
H -2.3931 5.3130 -5.7207
H -1.3026 3.2083 -5.2971
H -4.7715 3.8491 -1.8016
H -6.8960 3.6024 -0.5995
H -6.9170 2.8292 1.7615
H -4.8344 2.0849 2.8124
H -3.2368 1.1749 3.3114
H -1.4695 1.2998 3.1751
H -2.9514 -2.5506 3.4671
H -0.8237 -0.8769 4.8791
H -0.4733 -2.2739 3.8578
H -1.3791 -2.4874 5.3526
H -3.1195 0.0121 5.1431
H -3.6974 -1.5827 5.5959
H -4.5076 -0.6957 4.3065
H -3.6287 -0.2921 0.3207
H -3.5333 -3.2305 1.1726
H -2.6885 -2.5508 -0.2005
H -4.4337 -2.6135 -0.2171
H -5.2296 -1.7984 2.4506
H -5.8577 -1.0206 0.9990
H -5.2348 -0.0343 2.3132
H -1.0537 -2.1897 -4.3966
H -1.9900 0.3842 -5.7794
H -2.7373 -1.2011 -5.9716
H -1.0861 -0.9539 -6.5181
H -2.8176 0.0257 -3.2695
H -2.1487 -1.3411 -2.3470
H -3.2942 -1.6513 -3.6370
O -1.5332 -4.9587 -3.9519
C -1.1092 -4.4245 -2.9009
O -1.7506 -4.0017 -1.9144
C 0.4153 -4.3046 -2.8003
C 1.2853 -5.2907 -3.2608
C 2.6464 -5.1116 -3.1008
C 3.1180 -3.9581 -2.4800
C 2.1793 -3.0262 -2.0569
N 0.8632 -3.1886 -2.2297
C 2.7111 -1.7500 -1.3295
O 3.9274 -1.7709 -1.0600
O 1.8940 -0.8246 -1.1122
H 0.8656 -6.1643 -3.7413
H 3.3434 -5.8661 -3.4504
H 4.1674 -3.7627 -2.3139
Br 7.4528 -4.6159 1.2296
C 6.3411 -4.2938 2.7393
C 6.9928 -4.1241 3.9549
C 6.2594 -3.9093 5.1094
C 4.8747 -3.8570 5.0378
C 4.2329 -4.0108 3.8204
C 4.9535 -4.2404 2.6500
I 3.9338 -4.4053 0.8523
H 8.0733 -4.1588 3.9837
H 6.7702 -3.7737 6.0546
H 4.2809 -3.6902 5.9276
H 3.1566 -3.9315 3.7728
F 0.2536 -4.8530 4.2370
Te 0.5752 -4.8687 2.3799
F -0.3507 -6.5003 2.4984
F -1.1916 -4.2705 2.0796
F 0.6474 -5.3073 0.5677
F 2.0222 -5.9703 2.7845
O 1.2067 -3.1909 2.4152
*
```

---

Entry 2:
Entry from the Open Molecules 2025 dataset: a cluster of 8 separate species, C52H71N3O22 in total (wB97M-V/def2-TZVPD).

Results
- Kohn-Sham gap (eV) = 7.62
- SMILES string = CCCOCc1c(OCC)c(N=C=O)c(CC(=O)N(C)C)c2c1C(=O)C(ON=O)=C(CCC)C2=O.O=C1CCCO1.O=C1CCCO1.O=C1CCCO1.O=C1CCCO1.O=C1CCCO1.O=C1CCCO1.O=C1CCCO1

Structure (ORCA input):
```
! RIJCOSX wB97M-V def2-TZVPD def2/J DEFGRID3
* xyz 0 1
C 3.9618 -1.6313 0.7139
C 2.9425 -0.6231 1.2436
C 1.5137 -1.1532 1.2505
O 1.1285 -1.7597 0.0307
C 0.6531 -0.8228 -0.9134
C -0.7694 -0.3958 -0.6115
C -1.7556 -1.3524 -0.3558
O -1.4846 -2.6808 -0.3916
C -1.7471 -3.3452 -1.6349
C -0.4776 -3.6156 -2.4414
C -3.0556 -0.9666 -0.0151
N -3.9919 -2.0056 0.2728
C -4.6397 -2.5126 -0.6242
O -5.2435 -3.0315 -1.4741
C -3.4381 0.3672 0.0831
C -4.8312 0.7566 0.5047
C -5.3488 0.0009 1.7252
O -4.5867 -0.3405 2.5851
N -6.7478 -0.2516 1.8288
C -7.1617 -1.4256 1.0584
C -7.5667 0.9238 1.5247
C -2.4625 1.3219 -0.2123
C -1.1563 0.9407 -0.5564
C -0.2073 2.0462 -0.8634
O 0.6505 2.0002 -1.7130
C -0.4154 3.2878 -0.0688
O 0.7233 4.0190 0.1972
N 0.8644 5.2555 -0.5225
O 0.2454 5.3070 -1.5008
C -1.6349 3.6715 0.3040
C -1.9891 4.9185 1.0624
C -1.1307 5.1908 2.3121
C -0.6864 3.9412 3.0678
C -2.7500 2.7832 -0.1469
O -3.8134 3.2702 -0.4651
H 3.7973 -2.5917 1.2029
H 3.8359 -1.7293 -0.3617
H 4.9665 -1.2746 0.9312
H 3.1786 -0.3590 2.2784
H 2.9929 0.3158 0.6846
H 1.4278 -1.9270 2.0157
H 0.8255 -0.3521 1.5494
H 0.7242 -1.2526 -1.9106
H 1.3085 0.0448 -0.9121
H -2.4446 -2.7452 -2.2232
H -2.2403 -4.2866 -1.3986
H -0.3938 -2.9022 -3.2626
H 0.4001 -3.4883 -1.8116
H -0.4984 -4.6093 -2.8820
H -4.8510 1.8020 0.8005
H -5.5141 0.6746 -0.3432
H -8.2473 -1.4650 1.0755
H -6.8186 -1.4080 0.0163
H -6.7932 -2.3255 1.5500
H -8.5947 0.5929 1.3967
H -7.2728 1.4549 0.6115
H -7.5494 1.6187 2.3639
H -1.9445 5.7650 0.3728
H -3.0348 4.8249 1.3526
H -0.2609 5.7781 2.0175
H -1.7160 5.8158 2.9849
H -1.4657 3.1804 3.1193
H 0.2358 3.5191 2.6757
H -0.4658 4.2202 4.0996
O -10.4814 -1.1875 1.1856
C -10.8343 -2.2910 1.4974
C -11.9993 -3.1047 0.9627
C -12.1354 -4.2069 2.0150
C -10.7091 -4.3325 2.5326
O -10.1533 -3.0112 2.4182
H -11.7210 -3.5005 -0.0153
H -12.8851 -2.4906 0.8687
H -12.5328 -5.1444 1.6317
H -12.7911 -3.8661 2.8174
H -10.1052 -5.0118 1.9269
H -10.6513 -4.6442 3.5724
O 4.6436 9.7770 -3.4180
C 3.8404 8.8982 -3.5088
C 3.4141 8.1498 -4.7598
C 2.1194 7.4692 -4.3190
C 2.3557 7.2874 -2.8241
O 3.1790 8.4005 -2.4356
H 4.1945 7.4299 -5.0105
H 3.2763 8.8412 -5.5857
H 1.9058 6.5347 -4.8338
H 1.2768 8.1432 -4.4799
H 2.8950 6.3643 -2.5997
H 1.4400 7.3111 -2.2455
O 7.1882 -1.2384 0.5059
C 7.8149 -0.6662 1.3489
C 9.2517 -0.8952 1.7717
C 9.3223 -0.1653 3.1127
C 8.2791 0.9297 2.9285
O 7.2829 0.3591 2.0638
H 9.9104 -0.4520 1.0280
H 9.4581 -1.9571 1.8523
H 10.3102 0.2207 3.3569
H 9.0140 -0.8363 3.9164
H 8.6909 1.8160 2.4410
H 7.8010 1.2301 3.8579
O -3.9003 0.5709 -6.1617
C -3.6145 1.3865 -5.3366
C -2.2636 2.0408 -5.1020
C -2.4231 2.6487 -3.7104
C -3.9219 2.9197 -3.6554
O -4.5193 1.8856 -4.4605
H -2.1127 2.8009 -5.8700
H -1.4692 1.3020 -5.1586
H -1.8198 3.5387 -3.5374
H -2.1545 1.9068 -2.9565
H -4.1837 3.8884 -4.0877
H -4.3260 2.8609 -2.6507
O 11.7722 -1.7969 0.4247
C 12.4979 -2.2589 1.2574
C 12.7921 -3.7180 1.5294
C 13.4321 -3.6788 2.9135
C 14.0692 -2.2941 2.9242
O 13.2120 -1.4770 2.1047
H 13.4835 -4.0777 0.7652
H 11.8821 -4.3004 1.5113
H 14.1426 -4.4806 3.0997
H 12.6544 -3.7368 3.6758
H 15.0679 -2.2919 2.4820
H 14.1241 -1.8526 3.9164
O 11.2510 -6.3015 2.2192
C 11.4696 -6.9895 1.2643
C 10.4750 -7.7655 0.4250
C 11.3740 -8.7216 -0.3583
C 12.6703 -7.9254 -0.4492
O 12.7145 -7.1404 0.7575
H 9.9536 -7.0615 -0.2256
H 9.7569 -8.2735 1.0618
H 10.9820 -9.0097 -1.3310
H 11.5380 -9.6303 0.2219
H 12.6799 -7.2433 -1.3016
H 13.5583 -8.5509 -0.4890
O -13.1372 -0.5603 -0.1516
C -12.9372 0.6175 -0.1416
C -11.8564 1.3749 -0.8834
C -11.8453 2.7250 -0.1685
C -13.2882 2.8351 0.3106
O -13.7055 1.4820 0.5619
H -12.1541 1.4621 -1.9297
H -10.9123 0.8422 -0.8125
H -11.5363 3.5611 -0.7924
H -11.1750 2.6786 0.6907
H -13.9467 3.2626 -0.4487
H -13.3936 3.4067 1.2291
*
```

---

Calculated energy (eV), listed in the same order as above: -256765.9387, -104588.2876